Entry from OMol25: a molecular structure, C16H18BN4O5PS2Sr at a distorted geometry (the ωB97M-V functional and the def2-TZVPD basis).

The value obtained for the gap between HOMO and LUMO is 0.16556 Eh. Its charge is +2. For the max |F|, the calculation gives 10.0 eV/A. Its total energy is -2407.8040 a.u. The HOMO energy comes out at -13.20 eV.

Last column: Löwdin charge in e.
Atoms and positions in Å:
C1 3.73604 3.49898 -0.36187  0.11
C2 3.85592 2.19019 0.16751  -0.08
C3 3.85512 0.66290 0.79619  -0.17
C4 2.32577 0.08778 0.62455  -0.04
C5 1.36801 0.11589 1.97105  0.06
C6 -0.19762 -0.36937 1.99962  0.07
C7 -0.84401 -0.91604 0.58992  0.00
C8 -2.44254 -1.35213 0.63632  -0.14
C9 -3.41129 -0.03730 0.42361  -0.17
C10 -2.60071 1.26795 -0.22290  -0.18
C11 -3.69553 2.50621 -0.45183  -0.28
N1 -4.41208 2.41920 -1.78575  -0.06
C12 0.09693 -0.98390 -0.78099  -0.02
B1 -0.68935 -1.54337 -2.15297  -0.53
N2 -1.38509 -2.88874 -2.25254  0.15
O1 -0.69205 -0.67557 -3.37194  0.00
C13 1.69588 -0.49388 -0.81159  -0.29
P1 2.73249 -0.58227 -2.41287  0.31
O2 4.45297 -0.42965 -2.19069  -0.27
O3 2.49696 -2.08685 -3.32739  -0.55
S1 2.18818 0.98887 -3.49595  0.43
C14 -0.81924 -0.19822 3.50688  -0.16
O4 -2.08728 -0.29136 3.91473  0.06
N3 0.45546 0.08999 4.31558  -0.09
N4 0.73005 -0.92985 5.21703  0.06
C15 1.24380 -2.04480 4.59955  -0.46
S2 2.00461 -3.27463 3.67016  0.63
C16 1.65637 0.61838 3.50468  -0.17
O5 2.63194 1.35064 4.04917  0.06
H1 3.43363 4.64880 -0.46883  0.10
H2 4.69670 -0.03377 0.37725  0.11
H3 4.09624 0.79959 1.95738  0.14
H4 -2.70601 -2.26987 -0.04010  0.11
H5 -2.63184 -1.71250 1.75865  0.13
H6 -4.39250 -0.30356 -0.15596  0.13
H7 -3.75662 0.33013 1.50571  0.13
H8 -2.08804 0.95693 -1.22955  0.11
H9 -1.81443 1.70166 0.55514  0.12
H10 -3.12714 3.55100 -0.44382  0.12
H11 -4.44447 2.56172 0.47189  0.13
H12 -5.22573 3.07866 -1.69707  0.08
H13 -3.76761 2.84242 -2.49065  0.07
H14 -1.51461 -3.20443 -3.24325  0.11
H15 -0.94405 -3.62100 -1.65386  0.07
H16 -0.25074 -1.26380 -4.08021  0.12
H17 4.72302 0.47440 -1.85386  0.09
H18 3.12127 -2.02100 -4.13368  0.16
Sr1 2.34319 -3.21444 -1.50243  1.72